The ion C3H4NOS with charge +1 in a non-equilibrium geometry. Source: OMol25; level of theory: wB97M-V/def2-TZVPD.

Each line ends with the Mulliken charge.
Atoms and positions in Å:
C: 0.945 -0.355 -0.026  -0.2925
C: -0.166 -1.116 -0.042  -0.2177
C: 0.636 1.125 0.035  -0.4769
N: -1.393 -0.420 -0.065  0.5605
O: -2.498 -0.936 0.045  -0.3642
S: -1.145 1.348 0.016  0.1657
H: 2.009 -0.487 -0.200  0.4153
H: -0.385 -2.260 -0.110  0.4063
H: 0.924 1.502 1.125  0.3683
H: 1.073 1.599 -0.779  0.4351

Values from the calculation:
2S+1 = 1
DFT total energy = -644.49641 a.u.
Structure (SMILES) = O=[N+]1C=CCS1
HOMO-LUMO gap (spin up / spin down) = 8.64 / 8.64 eV
LUMO level (spin up / spin down) = -7.11 / -7.11 eV
Total charge = +1
ΔE to the lowest compared entry with this formula, charge and spin = 1.4946 eV

An isolated molecule of C3H4OSi in a non-equilibrium geometry. Source: OMol25; level of theory: wB97M-V/def2-TZVPD.

Each line ends with the Mulliken charge.
Atoms and positions in Å:
C: -0.639 -0.966 -2.317  0.0213
C: -0.246 -0.258 -1.405  -0.0022
C: 0.244 0.347 -0.226  -0.2028
O: 1.404 1.265 -0.794  -0.4334
Si: 0.215 0.302 1.663  0.3828
H: -0.964 -1.691 -2.998  0.4222
H: -0.983 -0.520 2.022  -0.0705
H: 1.605 0.121 1.980  -0.0550
H: -0.636 1.400 2.075  -0.0624

Values from the calculation:
2S+1 = 1
DFT total energy = -481.20768 a.u.
Structure (SMILES) = C#CC(=O)[SiH3]
HOMO-LUMO gap (spin up / spin down) = 8.66 / 8.43 eV
LUMO level (spin up / spin down) = -1.48 / -1.23 eV
Total charge = 0
ΔE to the lowest compared entry with this formula, charge and spin = 4.4931 eV

A structure of composition C17H31Cl3F12MgN4O8S4 in a non-equilibrium geometry. Source: OMol25; level of theory: wB97M-V/def2-TZVPD.

Each line ends with the Mulliken charge.
Atoms and positions in Å:
Mg: -10.407 -7.117 16.397  2.7427
C: -12.917 -7.281 13.430  0.6162
F: -12.484 -6.050 13.425  0.0021
F: -13.959 -7.378 14.297  -0.2214
F: -13.257 -7.644 12.209  -0.2401
S: -11.477 -8.274 13.988  0.8155
O: -11.244 -9.291 13.063  -0.6214
O: -10.487 -7.191 14.236  -0.4954
N: -11.882 -8.550 15.561  -1.0948
S: -13.011 -9.677 16.025  0.8446
O: -13.559 -9.087 17.225  -0.6038
O: -13.783 -9.968 14.875  -0.5798
C: -11.998 -11.139 16.438  0.7521
F: -12.789 -12.190 16.721  -0.2076
F: -11.259 -11.447 15.386  -0.2121
F: -11.193 -10.826 17.495  -0.2007
C: -6.788 -7.647 13.795  0.7393
F: -6.699 -8.896 14.237  -0.2204
F: -5.641 -7.420 13.191  -0.2385
F: -7.765 -7.413 12.931  -0.1270
S: -6.763 -6.527 15.214  1.0061
O: -5.623 -6.903 16.026  -0.6603
O: -7.049 -5.260 14.641  -0.5906
N: -8.057 -6.993 16.118  -0.8773
S: -7.965 -8.205 17.197  0.8227
O: -9.406 -8.352 17.668  -0.8564
O: -7.312 -9.387 16.815  -0.5420
C: -6.935 -7.522 18.569  0.6285
F: -5.624 -7.587 18.407  -0.1664
F: -7.340 -6.238 18.618  -0.1990
F: -7.203 -8.207 19.676  -0.2000
C: -11.712 -6.643 19.513  -1.2860
C: -11.122 -5.371 19.006  -0.6254
N: -11.198 -5.282 17.533  0.5230
C: -10.239 -4.263 17.060  -0.5715
C: -9.927 -4.068 15.564  -0.0255
C: -12.604 -5.110 17.048  -0.2455
C: -13.270 -3.708 17.300  -0.8788
H: -11.146 -7.527 19.228  0.2057
H: -12.737 -6.810 19.208  0.3055
H: -11.600 -6.744 20.586  0.4571
H: -11.713 -4.530 19.377  0.4248
H: -10.083 -5.296 19.271  0.5974
H: -10.510 -3.318 17.572  0.5801
H: -9.267 -4.583 17.488  0.1931
H: -9.129 -3.333 15.544  0.6295
H: -9.562 -4.944 15.019  -0.4235
H: -10.780 -3.770 14.907  -0.3645
H: -13.229 -5.914 17.485  0.3738
H: -12.592 -5.264 15.949  -0.2493
H: -14.319 -3.877 17.094  0.4820
H: -12.802 -2.959 16.656  -0.0622
H: -13.074 -3.340 18.307  0.1965
C: -11.919 -2.903 11.956  -1.2178
C: -13.124 -2.232 12.623  -0.6883
N: -12.872 -1.879 14.010  0.5706
C: -11.822 -0.835 14.114  -0.6683
C: -11.499 -0.289 15.509  -1.1711
C: -14.115 -1.425 14.716  -0.7026
C: -14.847 -0.196 14.127  -1.3810
H: -12.227 -3.375 11.045  0.4882
H: -11.601 -3.728 12.577  0.0296
H: -11.104 -2.239 11.729  0.4354
H: -13.468 -1.351 12.061  0.3321
H: -14.009 -2.878 12.580  0.4592
H: -10.917 -1.297 13.681  0.3956
H: -12.078 0.030 13.463  0.5003
H: -11.277 -1.181 16.115  0.1005
H: -10.557 0.254 15.506  0.4443
H: -12.295 0.386 15.844  0.2730
H: -13.837 -1.229 15.747  0.3505
H: -14.882 -2.199 14.676  0.4214
H: -15.185 -0.340 13.101  0.3158
H: -14.146 0.642 14.143  0.2877
H: -15.710 0.048 14.750  0.4438
C: -9.293 -6.659 9.462  -0.1366
Cl: -7.704 -5.944 9.329  -0.1339
Cl: -10.121 -6.096 10.902  -0.0256
Cl: -9.245 -8.376 9.520  -0.1119
H: -9.867 -6.349 8.620  0.3381

Values from the calculation:
2S+1 = 1
DFT total energy = -5859.12992 a.u.
HOMO-LUMO gap = 9.15 eV
LUMO level = 0.29 eV
Total charge = 0

A cluster of 11 separate species, C30H76N11O23 in total in a non-equilibrium geometry. Source: OMol25; level of theory: wB97M-V/def2-TZVPD.

Each line ends with the Mulliken charge.
Atoms and positions in Å:
C: 16.436 21.878 16.063  -1.0566
C: 17.691 22.693 15.698  0.5793
N: 18.981 21.958 15.741  0.9834
C: 19.128 20.946 14.597  -1.2685
C: 20.087 23.011 15.399  -0.0320
C: 21.554 22.552 15.002  -1.7965
C: 19.246 21.315 17.033  -0.9812
C: 19.313 22.204 18.266  -0.4473
O: 20.707 22.543 18.355  -0.2944
C: 20.939 23.442 19.421  -0.7882
H: 16.479 20.929 15.538  0.3612
H: 15.477 22.389 15.814  -0.3113
H: 16.303 21.636 17.104  0.4175
H: 17.785 23.578 16.315  -0.4308
H: 17.714 23.072 14.681  0.3277
H: 18.963 21.514 13.661  0.2876
H: 18.418 20.089 14.702  0.5224
H: 20.203 20.606 14.694  0.3384
H: 20.044 23.689 16.248  0.6672
H: 19.722 23.513 14.500  0.1931
H: 21.768 22.115 14.040  0.3312
H: 21.902 21.732 15.676  0.3381
H: 22.068 23.548 15.016  0.4740
H: 20.237 20.845 17.227  0.3841
H: 18.510 20.508 17.188  0.5217
H: 19.067 21.634 19.143  0.6315
H: 18.662 23.086 18.218  0.0923
H: 20.152 24.239 19.438  0.3204
H: 21.971 23.858 19.277  0.2337
H: 20.895 22.986 20.377  0.3370
C: 13.953 13.517 10.812  -1.5520
C: 13.770 14.617 9.702  -0.1047
N: 14.905 15.585 9.510  1.1364
C: 15.466 16.105 10.872  -0.8894
C: 16.010 14.838 8.758  -0.9399
C: 17.326 15.677 8.628  -0.7753
C: 14.556 16.801 8.726  3.1062
C: 13.834 16.432 7.392  -1.2779
O: 14.786 16.143 6.351  -0.4165
C: 15.336 17.359 5.764  -0.5101
H: 13.811 13.827 11.844  0.3718
H: 14.856 12.859 10.857  0.3199
H: 13.174 12.720 10.706  0.4282
H: 12.866 15.175 9.974  -0.0682
H: 13.684 14.177 8.764  0.6198
H: 16.132 16.935 10.558  -0.2874
H: 16.078 15.294 11.265  0.5405
H: 14.620 16.454 11.452  0.4173
H: 15.587 14.548 7.831  0.5992
H: 16.101 13.881 9.272  0.6525
H: 17.236 16.377 7.817  0.0882
H: 18.067 15.017 8.225  0.5007
H: 17.720 16.177 9.488  0.0497
H: 15.506 17.361 8.519  -0.8276
H: 13.895 17.435 9.301  -1.7045
H: 13.120 17.226 7.138  0.3720
H: 13.209 15.595 7.538  0.4226
H: 16.150 17.737 6.407  0.0854
H: 14.537 18.069 5.635  0.3463
H: 15.794 17.011 4.814  0.2151
C: 15.628 19.456 12.453  0.7315
C: 15.421 20.948 12.078  0.7372
N: 14.451 20.995 10.914  1.0293
C: 13.150 20.603 11.422  -0.2887
C: 14.373 22.332 10.342  0.4478
C: 13.798 23.413 11.170  -1.5449
C: 14.796 20.074 9.764  0.1313
C: 16.267 20.167 9.327  -1.4411
O: 16.931 18.892 9.606  0.3176
C: 18.354 19.213 9.777  -0.8918
H: 16.242 18.767 11.858  -1.4659
H: 14.652 18.966 12.583  -0.4843
H: 16.166 19.376 13.400  0.6653
H: 16.391 21.440 11.866  -0.4357
H: 15.048 21.403 13.003  0.2284
H: 12.957 21.106 12.387  -0.0210
H: 13.151 19.536 11.493  -0.3240
H: 12.357 20.903 10.695  0.3728
H: 13.677 22.242 9.540  0.4792
H: 15.366 22.595 9.898  -0.5002
H: 14.279 23.570 12.157  0.1895
H: 12.741 23.227 11.434  0.1950
H: 14.001 24.301 10.629  0.6613
H: 14.108 20.416 8.980  0.8744
H: 14.587 19.132 10.157  -0.1022
H: 16.931 20.933 9.818  0.3840
H: 16.330 20.467 8.242  0.1273
H: 19.003 18.300 9.590  0.2581
H: 18.386 19.650 10.809  0.1713
H: 18.627 20.091 9.052  0.3965
C: 9.348 20.525 11.460  -1.0430
C: 10.027 20.191 12.757  0.9381
O: 9.919 20.994 13.704  -0.7989
N: 10.760 19.098 12.812  0.1179
H: 10.994 22.075 14.978  0.4235
H: 11.055 18.671 11.962  0.0681
C: 11.342 18.629 14.100  -0.8331
H: 8.353 20.620 11.754  0.4736
H: 9.460 19.777 10.651  0.2253
H: 9.741 21.485 10.975  0.1616
H: 10.860 17.689 14.443  0.3129
H: 11.237 19.452 14.891  0.2829
H: 12.383 18.516 13.993  0.1871
C: 20.258 26.401 10.023  -0.9191
C: 20.317 26.828 11.528  0.7302
O: 20.622 28.025 11.753  -0.6958
N: 20.315 25.826 12.387  -0.0485
H: 19.922 24.946 12.071  0.2337
H: 16.208 24.469 8.845  0.4104
C: 20.199 26.087 13.852  -0.7810
H: 19.852 25.442 9.785  0.2018
H: 21.278 26.455 9.569  0.2453
H: 19.627 27.024 9.453  0.3279
H: 19.266 25.620 14.134  0.3234
H: 20.176 27.165 14.141  0.4003
H: 21.059 25.604 14.366  0.0880
N: 11.493 17.704 9.848  1.1982
O: 11.040 16.665 9.360  -0.7714
O: 11.302 18.813 9.344  -0.6540
O: 12.166 17.508 10.890  -0.7851
N: 18.176 25.915 17.866  0.9902
O: 19.370 25.516 18.161  -0.6374
O: 17.251 25.068 17.783  -0.6540
O: 17.982 27.121 17.557  -0.6753
N: 14.762 23.998 7.661  0.7860
O: 15.517 22.965 7.386  -0.3820
O: 15.339 24.982 8.573  -0.3995
O: 13.577 24.457 7.221  -0.5155
N: 13.021 22.518 15.337  0.9144
O: 11.624 22.284 15.629  -0.4928
O: 13.550 23.370 15.958  -0.5469
O: 13.408 21.640 14.651  -0.3194
N: 17.801 23.970 10.820  1.0609
O: 18.510 23.277 11.572  -0.6071
O: 16.984 24.803 11.273  -0.6598
O: 17.839 23.807 9.570  -0.7181
N: 17.915 17.130 12.855  1.0168
O: 16.917 16.564 13.383  -0.6522
O: 18.500 18.140 13.385  -0.6480
O: 18.297 16.651 11.739  -0.6318

Values from the calculation:
2S+1 = 1
DFT total energy = -3520.62948 a.u.
HOMO-LUMO gap = 6.50 eV
LUMO level = 0.46 eV
Total charge = -1

A structure of composition C25H32FLaO2 in a non-equilibrium geometry. Source: OMol25; level of theory: wB97M-V/def2-TZVPD.

Each line ends with the Mulliken charge.
Atoms and positions in Å:
O: -2.519 4.773 1.117  -0.3926
C: -3.963 4.727 0.876  -0.4239
C: -4.106 6.264 0.924  -0.8643
H: -4.489 4.187 1.671  0.2883
H: -4.192 4.271 -0.095  0.2482
C: -2.563 6.229 1.180  1.5644
H: -4.691 6.641 1.755  0.3080
H: -4.395 6.724 -0.014  0.3084
C: -2.144 6.735 2.548  -1.6049
H: -2.751 6.266 3.331  0.3813
H: -2.254 7.823 2.626  0.3756
H: -1.091 6.482 2.731  0.3532
C: -1.730 6.847 0.073  -1.6451
H: -2.048 6.463 -0.904  0.3681
H: -0.672 6.589 0.216  0.3534
H: -1.818 7.940 0.064  0.3914
La: 1.417 -1.962 -0.626  0.1424
C: 2.634 -2.381 -2.810  -0.5493
C: 1.475 -3.236 -2.709  -0.7055
C: 0.296 -2.402 -2.750  -0.9549
H: 1.482 -4.304 -2.537  0.9912
C: 0.735 -1.025 -2.875  -0.4095
C: 2.175 -1.012 -2.899  -0.8984
H: 2.801 -0.128 -2.945  0.4814
H: 3.662 -2.709 -2.778  0.6052
H: -0.723 -2.734 -2.590  0.6397
H: 0.089 -0.157 -2.885  0.6111
C: 3.566 -2.813 0.302  -0.4434
C: 3.877 -1.510 -0.235  -0.7354
C: 3.116 -0.522 0.505  -0.6025
H: 4.529 -1.296 -1.068  0.6200
C: 2.354 -1.227 1.523  -0.6133
C: 2.639 -2.633 1.393  -0.7881
H: 2.148 -3.422 1.945  0.7262
H: 3.918 -3.761 -0.075  0.5705
H: 3.118 0.545 0.325  0.6261
H: 1.612 -0.795 2.180  0.5210
O: -0.035 -0.355 -0.085  0.5291
C: 0.269 1.059 -0.191  -0.4353
C: -1.077 1.705 -0.399  -0.6378
H: 0.983 1.202 -1.014  0.2926
H: 0.736 1.356 0.751  0.3337
C: -2.030 0.753 0.328  -0.7653
H: -1.323 1.724 -1.472  0.2547
H: -1.101 2.723 -0.021  0.3375
C: -1.455 -0.605 0.008  -0.3488
H: -3.060 0.843 0.008  0.4165
H: -1.980 0.937 1.410  0.2676
H: -1.797 -0.983 -0.966  0.2569
H: -1.599 -1.381 0.765  0.2718
F: 0.840 -8.632 1.064  -0.3544
C: 0.972 -7.299 0.694  0.2719
C: 0.113 -6.364 1.233  -0.6837
C: 0.267 -4.997 0.842  -0.3129
C: 1.246 -4.663 -0.041  -0.0019
C: 2.093 -5.585 -0.560  0.0068
C: 1.968 -6.961 -0.198  -0.9224
H: -0.660 -6.649 1.942  0.4248
H: -0.414 -4.256 1.285  0.1976
H: 2.905 -5.347 -1.261  0.3499
H: 2.645 -7.701 -0.615  0.4070

Values from the calculation:
2S+1 = 1
DFT total energy = -1253.56539 a.u.
HOMO-LUMO gap = 7.00 eV
LUMO level = 0.05 eV
Total charge = 0
ΔE to the lowest compared entry with this formula, charge and spin = 3.1379 eV